Record 1
Computed, not measured: a structure of composition C34H34F12N4O5S2Sm, with the ωB97M-V functional and the def2-TZVPD basis.

Last column: Mulliken spin population.
Cartesian coordinates (Å):
1 Sm 0.15 -0.52 -0.48  5.063
2 C 3.19 1.75 -0.11  -0.001
3 O 2.50 0.65 0.45  0.005
4 C 2.98 0.36 1.74  -0.001
5 C 2.14 -0.72 2.41  0.002
6 O 0.78 -0.44 2.14  0.005
7 C -0.12 -1.32 2.78  0.005
8 C -1.47 -0.61 2.80  -0.001
9 O -1.72 -0.12 1.50  0.002
10 C -2.95 0.57 1.41  0.000
11 H 4.26 1.52 -0.20  0.000
12 H 3.06 2.64 0.51  0.000
13 H 2.77 1.92 -1.09  0.000
14 H 2.93 1.28 2.34  0.000
15 H 4.03 0.01 1.70  0.000
16 H 2.32 -0.72 3.50  -0.001
17 H 2.41 -1.70 2.00  -0.001
18 H 0.20 -1.53 3.81  0.000
19 H -0.19 -2.27 2.22  0.000
20 H -1.44 0.23 3.51  0.000
21 H -2.27 -1.30 3.10  0.000
22 H -3.80 -0.09 1.64  0.000
23 H -3.04 0.91 0.38  -0.001
24 H -2.97 1.43 2.09  0.000
25 C -6.55 -2.52 1.08  0.000
26 C -5.07 -2.49 0.81  -0.001
27 C -4.16 -3.16 1.62  0.001
28 C -2.83 -3.20 1.28  0.000
29 C -2.32 -2.58 0.12  -0.014
30 N -0.99 -2.71 -0.22  0.002
31 C -0.48 -3.98 -0.19  -0.005
32 C -1.34 -5.11 -0.24  -0.002
33 C -0.89 -6.39 -0.08  0.001
34 C 0.47 -6.65 0.12  0.000
35 C 0.96 -8.05 0.35  0.000
36 C 1.34 -5.58 -0.01  0.000
37 C 0.91 -4.28 -0.19  0.003
38 C 1.92 -3.18 -0.55  -0.004
39 O 1.68 -1.97 -0.05  -0.020
40 C 1.96 -3.11 -2.14  0.001
41 F 1.29 -4.07 -2.78  0.000
42 F 3.19 -3.11 -2.68  0.000
43 F 1.40 -1.93 -2.53  0.003
44 C 3.38 -3.51 -0.12  -0.001
45 F 4.02 -4.54 -0.72  0.000
46 F 4.17 -2.44 -0.33  0.000
47 F 3.47 -3.76 1.20  0.000
48 C -3.24 -1.81 -0.65  0.007
49 C -4.58 -1.82 -0.30  0.000
50 C -2.72 -1.00 -1.84  -0.005
51 O -1.67 -0.20 -1.56  -0.037
52 C -3.80 -0.07 -2.46  -0.001
53 F -3.27 0.75 -3.36  0.000
54 F -4.81 -0.71 -3.10  0.000
55 F -4.41 0.73 -1.56  0.000
56 C -2.33 -2.00 -2.97  0.002
57 F -2.49 -1.52 -4.22  0.000
58 F -1.04 -2.33 -2.87  0.000
59 F -3.03 -3.15 -2.96  0.000
60 H -6.77 -2.97 2.04  0.000
61 H -7.06 -3.10 0.31  0.000
62 H -6.96 -1.51 1.06  0.000
63 H -4.51 -3.66 2.51  0.000
64 H -2.14 -3.75 1.90  0.000
65 H -2.38 -4.94 -0.44  0.000
66 H -1.59 -7.21 -0.11  0.000
67 H 0.31 -8.59 1.03  0.000
68 H 1.97 -8.04 0.77  0.000
69 H 0.99 -8.60 -0.59  0.000
70 H 2.40 -5.80 0.02  0.000
71 H -5.31 -1.30 -0.91  0.000
72 C 0.97 2.82 -5.11  -0.001
73 S -0.44 3.08 -3.99  0.000
74 C 0.03 2.11 -2.59  0.003
75 S 1.24 0.94 -2.72  -0.009
76 N -0.59 2.54 -1.53  0.000
77 N -0.26 2.10 -0.30  0.001
78 C -0.82 2.86 0.60  -0.001
79 C -0.54 2.88 2.00  0.003
80 C -1.33 3.71 2.83  0.000
81 C -1.04 3.80 4.17  0.000
82 C 0.02 3.05 4.67  0.000
83 C 0.74 2.27 3.78  0.000
84 N 0.49 2.19 2.49  0.001
85 H 0.71 3.28 -6.06  0.000
86 H 1.13 1.75 -5.22  0.000
87 H 1.85 3.28 -4.68  0.000
88 H -1.51 3.62 0.24  -0.001
89 H -2.14 4.28 2.41  0.000
90 H -1.62 4.44 4.82  0.000
91 H 0.28 3.09 5.72  0.000
92 H 1.58 1.68 4.14  0.000

2S+1: 6
Highest occupied orbital energy (spin up / spin down) (eV): -3.9 / -3.9
Expectation value of S²: 8.758
Charge: -1
Orbital gap (spin up / spin down) (eV): 5.7214 / 5.7330

***

Record 2
Computed, not measured: a structure of composition C37H89Br3N4O20P4, with the ωB97M-V functional and the def2-TZVPD basis.

Last column: Mulliken charge in e.
Cartesian coordinates (Å):
1 C -0.14 -6.39 5.89  0.228
2 O 0.24 -7.41 6.43  -0.598
3 N 0.72 -5.57 5.24  0.060
4 C 0.44 -4.25 4.77  -0.903
5 C 2.09 -5.91 5.09  -0.928
6 H -1.14 -5.93 5.91  0.265
7 H -0.64 -4.15 4.73  0.294
8 H 0.84 -4.12 3.77  0.299
9 H 0.67 -3.55 5.57  0.352
10 H 2.26 -5.92 4.02  0.323
11 H 2.76 -5.20 5.57  0.301
12 H 2.22 -6.91 5.50  0.306
13 C 0.33 -0.70 -1.19  0.182
14 O 0.40 -1.31 -2.24  -0.611
15 N 1.42 -0.10 -0.61  0.117
16 C 1.32 0.96 0.45  -0.795
17 C 2.72 -0.52 -1.00  -0.951
18 H -0.56 -0.55 -0.56  0.267
19 H 1.80 0.51 1.32  0.324
20 H 0.26 1.05 0.68  0.262
21 H 1.91 1.79 0.08  0.275
22 H 3.25 -1.08 -0.23  0.304
23 H 2.78 -1.09 -1.93  0.314
24 H 3.33 0.36 -1.23  0.311
25 C -1.32 -4.37 -8.43  0.266
26 O -2.06 -4.08 -9.37  -0.605
27 N 0.06 -4.26 -8.49  0.083
28 C 0.84 -4.57 -7.29  -0.899
29 C 0.80 -3.82 -9.60  -0.940
30 H -1.61 -4.53 -7.38  0.221
31 H 0.23 -5.06 -6.54  0.274
32 H 1.17 -3.62 -6.85  0.356
33 H 1.73 -5.15 -7.54  0.293
34 H 0.17 -3.53 -10.44  0.314
35 H 1.28 -2.88 -9.31  0.341
36 H 1.58 -4.45 -10.04  0.295
37 C -6.50 0.31 2.25  0.224
38 O -5.65 1.13 1.92  -0.611
39 N -7.51 0.56 3.10  0.047
40 C -8.37 -0.59 3.57  -0.801
41 C -7.52 1.83 3.82  -0.914
42 H -6.69 -0.67 1.79  0.230
43 H -9.32 -0.13 3.85  0.306
44 H -8.06 -1.02 4.52  0.316
45 H -8.42 -1.41 2.86  0.276
46 H -7.38 1.51 4.85  0.335
47 H -6.70 2.53 3.65  0.303
48 H -8.46 2.36 3.74  0.289
49 C -3.29 -6.85 -1.81  -0.347
50 Br -2.05 -7.12 -0.28  -0.018
51 Br -5.14 -7.46 -1.34  -0.012
52 Br -2.70 -7.97 -3.34  -0.010
53 H -3.29 -5.78 -2.02  0.386
54 C -4.23 -0.51 8.69  -1.216
55 C -3.27 0.55 9.24  -0.156
56 O -1.94 0.61 8.60  -0.226
57 P -1.06 1.85 9.10  0.774
58 O -1.47 2.64 10.26  -0.710
59 O 0.38 1.25 9.15  -0.270
60 C 0.55 -0.10 9.86  -0.136
61 C 1.90 -0.29 10.61  -1.266
62 O -0.99 2.72 7.71  -0.321
63 C -2.13 2.99 6.84  0.001
64 C -1.87 4.29 5.96  -1.265
65 H -5.18 -0.49 9.24  0.362
66 H -4.34 -0.43 7.61  0.286
67 H -3.66 -1.42 8.86  0.308
68 H -3.74 1.51 9.00  0.260
69 H -3.30 0.59 10.33  0.391
70 H -0.30 -0.34 10.49  0.304
71 H 0.42 -0.92 9.15  0.328
72 H 2.84 -0.39 10.08  0.313
73 H 2.13 0.63 11.15  0.367
74 H 1.73 -0.92 11.49  0.365
75 H -2.28 2.11 6.22  0.260
76 H -2.98 3.30 7.46  0.248
77 H -1.94 5.08 6.71  0.338
78 H -0.90 4.29 5.46  0.307
79 H -2.69 4.49 5.27  0.354
80 C -10.65 -1.08 -4.12  -1.175
81 C -10.30 -1.52 -5.48  -0.057
82 O -8.90 -1.59 -5.60  -0.259
83 P -7.96 -2.80 -5.16  0.851
84 O -7.99 -3.16 -3.70  -0.708
85 O -6.47 -2.33 -5.60  -0.215
86 C -5.94 -1.20 -4.90  -0.101
87 C -5.01 -0.44 -5.93  -1.217
88 O -8.45 -3.91 -6.21  -0.280
89 C -7.74 -5.19 -6.25  -0.379
90 C -8.64 -6.40 -6.66  -1.119
91 H -10.09 -0.18 -3.87  0.285
92 H -11.67 -0.75 -3.96  0.417
93 H -10.51 -1.75 -3.27  0.300
94 H -10.57 -2.56 -5.65  0.220
95 H -10.73 -0.79 -6.17  0.270
96 H -6.74 -0.49 -4.70  0.211
97 H -5.36 -1.33 -3.99  0.304
98 H -5.47 0.08 -6.78  0.304
99 H -4.37 0.27 -5.42  0.386
100 H -4.30 -1.13 -6.39  0.303
101 H -6.96 -4.94 -6.97  0.318
102 H -7.32 -5.37 -5.26  0.377
103 H -8.85 -6.46 -7.72  0.300
104 H -7.99 -7.22 -6.38  0.357
105 H -9.49 -6.40 -5.98  0.307
106 C 7.75 3.77 -4.55  -0.963
107 C 7.98 2.21 -4.58  -0.326
108 O 8.39 1.92 -5.84  -0.353
109 P 7.35 1.21 -6.91  0.888
110 O 6.66 0.00 -6.46  -0.681
111 O 8.29 0.91 -8.18  -0.331
112 C 7.97 0.00 -9.20  -0.275
113 C 6.93 0.47 -10.16  -1.093
114 O 6.51 2.58 -7.24  -0.195
115 C 5.30 2.40 -7.97  -0.147
116 C 4.22 3.18 -7.30  -1.455
117 H 8.39 4.41 -5.16  0.294
118 H 6.72 3.96 -4.83  0.207
119 H 7.88 4.09 -3.52  0.359
120 H 8.82 1.78 -4.04  0.325
121 H 7.06 1.71 -4.26  0.316
122 H 8.92 -0.32 -9.62  0.329
123 H 7.69 -0.85 -8.58  0.328
124 H 5.87 0.61 -9.94  0.262
125 H 7.18 1.49 -10.42  0.335
126 H 6.85 -0.03 -11.13  0.401
127 H 5.23 2.56 -9.05  0.262
128 H 5.00 1.36 -7.84  0.444
129 H 4.11 3.09 -6.23  0.337
130 H 4.36 4.24 -7.52  0.337
131 H 3.26 2.84 -7.68  0.394
132 C 5.88 1.69 5.58  -1.014
133 C 6.72 2.37 4.52  -0.345
134 O 5.83 3.11 3.76  -0.300
135 P 6.02 4.74 3.87  0.731
136 O 7.20 5.13 3.15  -0.709
137 O 4.65 5.33 3.36  -0.181
138 C 4.62 6.08 2.19  -0.382
139 C 5.25 7.51 2.47  -0.976
140 O 6.07 4.97 5.48  -0.233
141 C 5.47 6.12 5.98  -0.171
142 C 5.73 6.44 7.47  -1.270
143 H 5.24 2.49 5.95  0.239
144 H 5.27 0.80 5.38  0.301
145 H 6.43 1.26 6.42  0.342
146 H 7.44 2.92 5.13  0.328
147 H 6.99 1.58 3.82  0.370
148 H 5.05 5.59 1.32  0.315
149 H 3.59 6.23 1.84  0.340
150 H 6.27 7.54 2.85  0.268
151 H 5.35 8.16 1.60  0.392
152 H 4.44 7.89 3.10  0.269
153 H 5.84 7.03 5.50  0.267
154 H 4.41 6.25 5.74  0.381
155 H 5.32 5.73 8.19  0.356
156 H 6.77 6.73 7.62  0.295
157 H 5.13 7.34 7.62  0.386

2S+1: 1
Highest occupied orbital energy (eV): -9.1
Relative energy (zero: lowest compared OMol25 entry of this formula, charge and spin) (eV): 6.485
Orbital gap (eV): 8.7957

***

Record 3
Computed, not measured: a cluster of 7 separate species, C22H47N4O19 in total, with the ωB97M-V functional and the def2-TZVPD basis.

Last column: Mulliken charge in e.
Cartesian coordinates (Å):
1 C 1.29 3.15 4.69  -0.917
2 C 0.99 2.99 3.06  0.724
3 N 0.83 4.13 2.27  -0.573
4 C 0.80 1.53 2.32  -0.549
5 N 1.60 1.35 1.05  -0.169
6 C 3.09 1.26 1.32  0.108
7 N 3.84 2.40 1.63  -0.264
8 N 3.72 -0.13 1.25  0.036
9 O 4.76 -0.25 2.09  -0.391
10 H 2.40 3.60 4.74  0.256
11 H 0.58 4.01 5.07  0.323
12 H 1.19 2.14 5.27  0.292
13 H 0.60 3.84 1.29  0.230
14 H -0.34 1.34 2.10  -0.007
15 H 1.14 0.67 3.07  0.330
16 H 1.37 2.03 0.30  0.375
17 H 4.14 3.12 0.93  0.258
18 H 4.07 2.60 2.64  0.256
19 H 3.98 -0.36 0.26  0.231
20 H 4.36 -0.43 3.02  0.401
21 C 3.12 -0.96 -5.40  -0.540
22 O 3.41 -0.89 -4.01  -0.328
23 C 4.29 -1.83 -3.57  0.653
24 O 4.82 -2.69 -4.26  -0.546
25 O 4.48 -1.65 -2.24  -0.253
26 C 5.39 -2.57 -1.64  -0.583
27 H 2.41 -0.17 -5.64  0.279
28 H 4.02 -0.81 -6.00  0.269
29 H 2.65 -1.92 -5.65  0.312
30 H 6.38 -2.48 -2.09  0.304
31 H 5.01 -3.60 -1.74  0.310
32 H 5.46 -2.33 -0.58  0.151
33 C -6.17 0.22 3.34  -0.291
34 O -5.72 1.24 2.45  -0.353
35 C -4.38 1.46 2.49  0.804
36 O -3.58 0.88 3.19  -0.579
37 O -4.10 2.45 1.60  -0.316
38 C -2.71 2.79 1.53  -0.617
39 H -7.26 0.13 3.22  0.242
40 H -5.72 -0.74 3.08  0.327
41 H -5.96 0.49 4.37  -0.055
42 H -2.12 1.93 1.21  0.256
43 H -2.36 3.17 2.50  0.329
44 H -2.60 3.59 0.80  0.294
45 C -8.82 -1.53 9.19  -0.615
46 O -8.08 -1.31 7.99  -0.302
47 C -6.89 -0.67 8.18  0.734
48 O -6.44 -0.30 9.25  -0.549
49 O -6.30 -0.53 6.96  -0.268
50 C -5.03 0.13 7.01  -0.536
51 H -9.75 -2.04 8.92  0.224
52 H -8.26 -2.18 9.87  0.286
53 H -9.07 -0.58 9.67  0.287
54 H -4.32 -0.45 7.60  0.342
55 H -5.14 1.14 7.40  0.319
56 H -4.65 0.19 5.98  0.085
57 C -6.52 5.93 8.68  -0.633
58 O -6.17 4.88 7.78  -0.291
59 C -6.64 5.06 6.52  0.681
60 O -7.30 6.01 6.12  -0.540
61 O -6.24 4.00 5.77  -0.172
62 C -6.66 4.06 4.40  -0.361
63 H -6.09 5.68 9.66  0.217
64 H -6.09 6.88 8.36  0.292
65 H -7.60 6.01 8.79  0.292
66 H -6.24 4.93 3.90  0.321
67 H -7.75 4.06 4.34  0.314
68 H -6.29 3.16 3.90  -0.119
69 C 6.64 -4.64 -5.18  -0.531
70 O 6.99 -5.69 -6.08  -0.347
71 C 6.52 -5.51 -7.34  0.698
72 O 5.86 -4.56 -7.74  -0.464
73 O 6.92 -6.57 -8.09  -0.338
74 C 6.50 -6.51 -9.46  -0.596
75 H 7.06 -4.89 -4.20  0.244
76 H 7.07 -3.69 -5.50  0.273
77 H 5.56 -4.56 -5.07  0.296
78 H 6.92 -5.64 -9.96  0.275
79 H 5.40 -6.51 -9.52  0.284
80 H 6.87 -7.41 -9.96  0.219
81 C 2.23 -0.89 -12.13  -0.613
82 O 2.53 -0.82 -10.73  -0.328
83 C 3.40 -1.76 -10.30  0.688
84 O 3.93 -2.62 -10.99  -0.543
85 O 3.59 -1.58 -8.97  -0.253
86 C 4.50 -2.50 -8.37  -0.501
87 H 1.52 -0.10 -12.36  0.218
88 H 3.14 -0.74 -12.72  0.287
89 H 1.77 -1.85 -12.37  0.288
90 H 5.50 -2.41 -8.82  0.324
91 H 4.13 -3.53 -8.47  0.325
92 H 4.58 -2.26 -7.31  0.068

2S+1: 1
Highest occupied orbital energy (eV): -12.0
Charge: +1
Orbital gap (eV): 5.2202

***

Result set for largest force on an atom: 0.03060 0.11579 0.12137 hartree/bohr, one per record in the order listed.
Result set for E_tot: -4564.1800 -12274.6296 -2514.5772 hartree, one per record in the order listed.